(1)
# C18H27N6O2

3 unconnected molecules or ions with the total composition C18H27N6O2 at a distorted geometry (ωB97M-V with the def2-TZVPD basis set, the OMol25 dataset).

Structure (ORCA input):
```
! RIJCOSX wB97M-V def2-TZVPD def2/J DEFGRID3
* xyz 1 1
C 1.795 1.896 -0.335
C 1.041 1.100 0.218
N 0.154 0.472 1.125
N -0.825 1.028 1.918
C -1.496 0.026 2.670
N -2.513 0.267 3.492
C -3.270 -0.760 4.271
N -3.619 -1.986 3.511
N -0.921 -1.258 2.374
C 0.057 -0.899 1.435
C 0.881 -2.125 0.843
C 2.344 -1.967 0.860
C 3.209 -3.051 0.281
C 2.383 -4.202 -0.208
C 0.908 -4.151 -0.082
N 0.066 -3.160 0.404
H 2.563 2.601 -0.767
H -1.021 2.032 1.890
H -2.801 1.255 3.563
H -4.233 -0.278 4.649
H -2.677 -1.039 5.199
H -3.555 -1.770 2.500
H -2.821 -2.626 3.671
H 2.816 -1.043 1.300
H 4.330 -3.046 0.215
H 2.884 -5.101 -0.668
H 0.355 -5.080 -0.443
C -3.489 2.765 -1.105
C -4.578 1.793 -0.699
C -4.649 2.009 0.801
O -4.288 3.374 1.042
C -3.740 3.929 -0.164
H -3.526 3.052 -2.156
H -2.505 2.326 -0.904
H -5.525 2.081 -1.163
H -4.367 0.757 -0.971
H -3.927 1.373 1.329
H -5.645 1.815 1.205
H -4.476 4.623 -0.579
H -2.829 4.485 0.069
C 5.059 -0.150 -3.977
C 3.880 -0.959 -3.480
C 3.836 -0.584 -2.011
O 4.334 0.757 -1.909
C 4.932 1.124 -3.164
H 5.048 0.029 -5.052
H 5.993 -0.662 -3.725
H 2.964 -0.625 -3.979
H 3.983 -2.033 -3.643
H 4.490 -1.230 -1.416
H 2.827 -0.633 -1.596
H 4.267 1.843 -3.654
H 5.895 1.605 -2.984
*
```

Summary:
orbital gap: 8.35 eV
molar mass: 359.45 g/mol
E_HOMO: -11.947 eV
energy above the lowest of the compared OMol25 structures with the same formula, charge and spin: 5.378 eV

Computed natural (NBO) charges, given in elementary charges:
1 C -0.105
2 C 0.055
3 N -0.220
4 N -0.387
5 C 0.596
6 N -0.577
7 C -0.062
8 N -0.793
9 N -0.456
10 C 0.458
11 C 0.116
12 C -0.249
13 C -0.147
14 C -0.239
15 C 0.037
16 N -0.368
17 H 0.303
18 H 0.451
19 H 0.431
20 H 0.219
21 H 0.211
22 H 0.363
23 H 0.375
24 H 0.248
25 H 0.255
26 H 0.251
27 H 0.220
28 C -0.428
29 C -0.435
30 C -0.062
31 O -0.543
32 C -0.072
33 H 0.234
34 H 0.182
35 H 0.218
36 H 0.221
37 H 0.127
38 H 0.199
39 H 0.182
40 H 0.180
41 C -0.432
42 C -0.433
43 C -0.063
44 O -0.556
45 C -0.069
46 H 0.229
47 H 0.207
48 H 0.205
49 H 0.223
50 H 0.158
51 H 0.179
52 H 0.166
53 H 0.194

---

(2)
# C4H8O2

A molecular structure, C4H8O2 (ωB97M-V with the def2-TZVPD basis set, the OMol25 dataset).

Structure (ORCA input):
```
! RIJCOSX wB97M-V def2-TZVPD def2/J DEFGRID3
* xyz 0 1
O 1.441 1.079 -0.099
C 1.434 -0.075 -0.657
C 0.180 -1.247 0.246
C -0.813 -0.468 0.849
C -1.039 1.381 -0.202
O -1.221 1.162 -1.374
H 0.084 1.191 0.236
H 2.272 -0.744 -0.432
H 1.063 -0.141 -1.689
H 0.906 -1.682 0.926
H -0.122 -1.894 -0.575
H -1.850 -0.550 0.539
H -0.656 -0.096 1.859
H -1.679 2.084 0.372
*
```

Summary:
orbital gap: 8.35 eV
molar mass: 88.11 g/mol
E_HOMO: -8.990 eV
energy above the lowest of the compared OMol25 structures with the same formula, charge and spin: 5.549 eV

Computed natural (NBO) charges, given in elementary charges:
1 O -0.629
2 C 0.094
3 C -0.509
4 C -0.304
5 C 0.239
6 O -0.517
7 H 0.274
8 H 0.168
9 H 0.157
10 H 0.231
11 H 0.229
12 H 0.230
13 H 0.214
14 H 0.125

---

(3)
# C29H47FN6O14

5 unconnected molecules or ions with the total composition C29H47FN6O14 at a distorted geometry (ωB97M-V with the def2-TZVPD basis set, the OMol25 dataset).

Structure (ORCA input):
```
! RIJCOSX wB97M-V def2-TZVPD def2/J DEFGRID3
* xyz 0 1
H -1.561 -0.466 -2.337
N -1.201 0.489 -2.449
C -0.578 0.512 -3.563
C -0.487 -0.790 -4.378
C 0.044 1.851 -3.998
C 1.584 1.674 -3.916
N 2.157 2.000 -2.773
C 3.499 1.748 -2.834
C 4.289 2.025 -1.653
F 3.702 2.520 -0.543
C 5.632 1.780 -1.578
C 6.338 1.225 -2.722
N 7.712 0.940 -2.627
C 5.622 0.957 -3.879
N 6.270 0.375 -5.036
C 5.934 -1.076 -5.048
C 6.812 -1.872 -4.031
C 4.198 1.219 -3.946
N 3.555 0.940 -5.120
C 2.268 1.168 -5.083
O 1.557 0.892 -6.257
N 1.728 1.913 -7.239
O 1.570 2.983 -6.808
H -0.059 -1.628 -3.793
H 0.101 -0.718 -5.309
H -1.503 -1.116 -4.677
H -0.284 2.190 -4.993
H -0.216 2.577 -3.209
H 6.194 1.973 -0.657
H 8.025 0.427 -3.444
H 8.248 1.787 -2.469
H 5.897 0.815 -5.872
H 4.882 -1.269 -4.752
H 6.041 -1.474 -6.076
H 6.493 -1.564 -3.015
H 6.604 -2.951 -4.103
H 7.870 -1.602 -4.177
C -0.596 -0.401 0.549
C -1.077 1.016 0.792
O -1.965 1.074 1.922
C -1.380 1.014 3.116
O -0.197 0.929 3.328
O -2.339 1.045 4.048
C -1.857 0.889 5.383
H -1.445 -1.082 0.453
H 0.004 -0.452 -0.358
H 0.009 -0.762 1.381
H -1.647 1.358 -0.069
H -0.244 1.708 0.923
H -1.073 1.610 5.610
H -1.493 -0.128 5.530
H -2.691 1.060 6.060
C 1.564 5.202 3.799
C 0.497 4.479 4.596
O 0.326 5.068 5.894
C -0.362 6.210 5.921
O -0.852 6.769 4.975
O -0.401 6.638 7.188
C -1.028 7.910 7.349
H 2.496 5.249 4.364
H 1.746 4.692 2.853
H 1.268 6.229 3.584
H 0.807 3.448 4.763
H -0.454 4.449 4.061
H -2.023 7.920 6.905
H -0.407 8.691 6.911
H -1.121 8.094 8.417
C -4.347 -6.913 -5.782
C -4.309 -5.485 -6.285
O -3.181 -4.773 -5.757
C -2.008 -5.054 -6.327
O -1.821 -5.824 -7.231
O -1.065 -4.339 -5.702
C 0.263 -4.618 -6.147
H -4.312 -6.935 -4.691
H -5.255 -7.415 -6.119
H -3.489 -7.482 -6.141
H -5.195 -4.953 -5.939
H -4.310 -5.442 -7.375
H 0.347 -4.513 -7.228
H 0.558 -5.620 -5.837
H 0.924 -3.895 -5.674
C -5.971 -1.794 5.718
C -5.768 -0.975 6.976
O -5.852 -1.795 8.149
C -4.776 -2.542 8.403
O -3.762 -2.573 7.756
O -5.026 -3.265 9.499
C -3.989 -4.188 9.833
H -6.907 -2.353 5.772
H -5.992 -1.148 4.839
H -5.170 -2.523 5.587
H -6.563 -0.235 7.058
H -4.821 -0.433 6.955
H -3.024 -3.688 9.909
H -3.947 -4.986 9.093
H -4.236 -4.619 10.800
*
```

Summary:
orbital gap: 7.78 eV
molar mass: 722.72 g/mol
E_HOMO: -8.569 eV

Computed Mulliken charges, given in elementary charges:
1 H 0.228
2 N -0.524
3 C 0.605
4 C -1.359
5 C -0.878
6 C 0.946
7 N -0.556
8 C 0.054
9 C 0.307
10 F -0.293
11 C -0.888
12 C 0.085
13 N -0.550
14 C -0.083
15 N -0.399
16 C 0.030
17 C -1.251
18 C 0.450
19 N -0.344
20 C 0.109
21 O -0.295
22 N 0.162
23 O -0.236
24 H 0.349
25 H 0.350
26 H 0.407
27 H 0.367
28 H 0.353
29 H 0.466
30 H 0.209
31 H 0.258
32 H 0.401
33 H 0.106
34 H 0.465
35 H 0.288
36 H 0.413
37 H 0.253
38 C -1.102
39 C -0.049
40 O -0.395
41 C 0.822
42 O -0.566
43 O -0.344
44 C -0.539
45 H 0.270
46 H 0.266
47 H 0.400
48 H 0.286
49 H 0.227
50 H 0.194
51 H 0.313
52 H 0.199
53 C -1.234
54 C 0.075
55 O -0.356
56 C 0.774
57 O -0.550
58 O -0.345
59 C -0.639
60 H 0.319
61 H 0.317
62 H 0.333
63 H 0.221
64 H 0.269
65 H 0.295
66 H 0.290
67 H 0.224
68 C -1.102
69 C -0.189
70 O -0.339
71 C 0.736
72 O -0.556
73 O -0.260
74 C -0.668
75 H 0.293
76 H 0.359
77 H 0.315
78 H 0.289
79 H 0.313
80 H 0.338
81 H 0.321
82 H 0.158
83 C -1.146
84 C -0.027
85 O -0.349
86 C 0.773
87 O -0.551
88 O -0.335
89 C -0.630
90 H 0.331
91 H 0.366
92 H 0.300
93 H 0.304
94 H 0.173
95 H 0.294
96 H 0.290
97 H 0.221

---

| no. | energy (eV) | lowest unoccupied orbital energy (eV) |
| --- | --- | --- |
| 1 | -32127.1187 | -3.6 |
| 2 | -8367.7324 | -0.6 |
| 3 | -71155.9440 | -0.8 |